1.
Formula: C24H45NO10S5
Source: OMol25
Level of theory: ωB97M-V/def2-TZVPD

```
85
Properties=species:S:1:pos:R:3:forces:R:3:mulliken_charge:R:1
H -6.656 0.069 -1.159 -0.073 -0.011 -0.370 0.359
H -0.586 8.691 -3.400 -0.672 0.113 0.106 0.483
S -0.075 7.008 -1.742 -0.444 -1.299 0.049 1.078
O 1.779 2.127 -0.711 -0.297 -0.518 0.019 -0.672
C -4.722 0.758 -3.871 -0.406 0.514 -0.032 -0.701
H -3.090 5.589 -1.998 0.328 0.092 0.436 0.305
H 2.879 1.397 3.994 0.223 0.040 -0.840 0.457
H 1.309 -1.267 -1.236 -0.434 0.022 -0.132 0.240
C -1.264 0.039 -0.652 0.402 -0.745 -2.832 -0.616
H -6.512 1.916 -3.329 0.088 0.216 -0.692 0.307
S -2.458 -5.147 2.226 -1.291 -0.985 -0.023 1.105
H -0.862 1.299 -2.459 -0.686 0.504 0.164 0.444
H -0.773 -3.053 3.899 -0.683 -0.216 -0.014 0.331
C -0.853 5.378 -1.896 -0.433 1.660 -0.413 -0.589
H -0.924 -6.128 3.719 -0.083 -0.070 -0.148 0.345
H 3.721 0.628 5.256 -0.254 -0.403 -0.030 0.381
H 2.008 -0.642 0.186 0.052 0.834 0.123 0.333
C -5.427 1.956 -3.200 -0.755 -0.733 1.061 -0.659
H 3.734 -2.658 -2.012 0.116 0.154 0.130 0.454
C 5.182 -1.244 3.088 -1.253 0.164 -0.025 -0.663
H -1.986 -3.162 1.249 0.547 0.409 0.652 0.295
H -1.465 -0.744 -1.396 0.013 0.250 -0.257 0.196
H 5.107 -0.882 2.061 0.463 -0.186 -0.134 0.348
C -2.178 6.980 -3.375 -0.539 1.388 0.243 -0.743
O -3.744 -4.496 2.442 1.050 -0.030 0.086 -0.668
C -2.178 5.650 -2.592 -0.796 -0.869 -1.000 -0.346
H 7.003 0.006 3.650 0.062 -0.705 -0.481 0.332
C -5.234 1.693 -1.701 1.904 -0.034 0.649 -0.143
H -3.655 0.953 -3.962 0.085 -0.258 0.265 0.282
C 4.224 -4.692 0.528 -0.138 0.116 -1.787 -0.363
C -0.451 -4.058 3.605 -0.055 0.887 0.596 -0.757
H -2.950 7.626 -2.946 0.488 0.274 0.442 0.290
H 5.542 1.700 4.606 0.050 0.593 -0.525 0.352
S 3.431 -0.989 3.608 0.139 0.072 0.250 0.914
H -4.142 1.739 -1.544 -0.003 -0.034 -0.036 -0.163
C 3.708 0.715 4.165 0.379 -0.375 1.242 -0.829
H 0.512 -3.110 1.909 0.023 -0.013 -0.039 -0.292
H -0.095 7.161 -4.044 -0.046 -0.124 -0.028 0.310
H -5.559 2.406 -0.944 -0.758 0.112 -0.457 0.430
H 5.028 -6.463 -0.500 -0.197 0.029 0.105 0.383
H -0.823 2.144 -0.771 -0.019 0.420 -0.549 0.227
H -0.123 0.041 1.143 0.409 0.289 -0.181 0.337
C -0.655 1.268 -1.392 0.684 -1.111 0.415 -0.736
O -3.750 -1.293 -2.487 -0.467 0.247 0.126 -0.562
C -5.605 0.255 -1.371 0.235 0.043 0.607 -0.729
C -1.370 -4.066 1.321 -0.291 0.580 -0.546 -0.872
C -1.477 -5.187 3.773 0.405 -0.333 -0.955 -0.763
S 1.155 1.043 -1.450 0.330 1.047 0.751 1.289
O 3.110 -1.789 4.763 0.255 -0.063 0.076 -0.719
H 0.579 -4.871 1.945 -0.157 -0.044 -0.532 0.320
H 0.420 -4.180 4.251 0.067 -0.449 -0.177 0.401
H 5.166 1.480 2.810 0.660 0.186 0.042 0.356
C -0.169 -0.551 0.216 -0.366 1.005 2.444 0.322
H -2.286 0.294 -0.377 0.294 -0.069 1.203 0.423
H 4.188 -4.859 1.588 -0.065 -0.099 0.043 0.421
O -0.595 7.621 -0.534 0.070 0.256 -0.991 -0.660
C -0.775 7.622 -3.327 0.203 -0.667 0.640 -0.716
C 4.598 -5.472 -0.558 1.013 -1.025 1.519 -0.649
H -5.016 -0.124 -0.536 -0.131 0.025 0.074 0.399
O 1.332 6.791 -1.908 0.580 0.658 0.088 -0.633
O -2.499 -6.459 1.610 0.382 0.419 0.393 -0.679
O 2.530 -1.145 2.475 0.575 0.377 -0.050 -0.392
H -0.247 4.865 -2.637 0.478 -0.490 0.712 0.284
H -5.022 2.932 -3.448 -0.056 -0.047 -0.372 0.376
C 4.541 -4.718 -1.721 -0.490 1.035 -0.773 -0.529
S -5.029 -0.675 -2.775 0.065 -0.327 -1.110 1.108
C -0.068 -4.009 2.117 -0.026 -0.015 0.451 0.252
C 4.037 -3.478 -1.386 0.012 -0.551 0.230 -0.512
H -5.096 0.506 -4.860 -0.154 -0.069 0.067 0.437
O 1.597 0.850 -2.811 -0.317 -0.462 0.282 -0.726
H -0.904 5.031 -0.870 0.145 -0.595 -0.181 0.347
C 1.171 -0.476 -0.490 0.064 -1.136 -0.661 -0.409
H -0.363 -1.519 0.678 -0.160 -0.311 -0.775 -0.771
O -6.110 -1.471 -3.314 0.462 0.373 0.239 -0.684
H 4.833 -5.009 -2.716 -0.078 -0.140 0.011 0.403
H 3.435 -2.768 0.533 0.023 0.175 -0.252 0.239
H -2.608 6.883 -4.373 0.702 -0.340 -0.258 0.412
H 5.260 -2.329 3.108 0.658 0.049 0.165 0.486
N 3.859 -3.489 -0.030 -0.297 0.416 0.897 0.179
H -2.301 4.863 -3.343 -0.036 -0.083 0.163 0.180
H -2.149 -5.294 4.619 -0.025 0.674 0.071 0.449
C 5.990 -0.267 3.938 -0.742 1.026 -0.172 -0.687
C 5.176 1.053 3.810 -1.084 -0.351 0.371 -0.693
H 6.036 -0.481 5.006 -0.147 -0.558 -0.070 0.338
H -1.300 -4.311 0.261 0.219 -0.802 0.201 0.587
```
Forces are in eV/Å.

LUMO = 0.123 eV
gap between HOMO and LUMO = 8.5 eV
SMILES string = O=S1(=O)CCCC1.O=S1(=O)CCCC1.O=S1(=O)CCCC1.O=S1(=O)CCCC1.O=S1(=O)CCCC1.c1cc[nH]c1

2.
Formula: C3H4O2
Source: OMol25
Level of theory: ωB97M-V/def2-TZVPD

```
9
Properties=species:S:1:pos:R:3:forces:R:3:mulliken_charge:R:1
C -0.926 -1.184 0.465 -0.744 0.963 -0.024 -0.894
H 1.247 1.289 -1.560 -0.176 -0.080 0.283 0.254
H -0.582 -1.514 1.445 0.122 0.234 -0.465 0.251
H -1.030 -1.877 -0.370 0.298 0.371 0.238 0.251
C -1.434 0.043 0.345 -1.221 -1.983 0.735 0.736
H 1.690 1.649 0.246 -0.276 -0.161 -0.127 0.254
C 1.490 0.901 -0.549 1.123 -1.881 0.104 -0.126
O 1.657 -0.297 -0.351 -0.197 2.291 -0.410 -0.365
O -2.113 0.991 0.329 1.072 0.246 -0.333 -0.362
```
Forces are in eV/Å.

ΔE to the lowest compared entry with this formula, charge and spin = 53.26 kcal per mole
LUMO = 0.478 eV
gap between HOMO and LUMO = 9.5 eV
SMILES string = C=C=O.C=O

3.
Formula: H18O9
Source: OMol25
Level of theory: ωB97M-V/def2-TZVPD

```
27
Properties=species:S:1:pos:R:3:forces:R:3:mulliken_charge:R:1
H -28.845 18.537 12.863 -0.130 0.209 0.228 0.293
H -25.579 24.919 11.048 -0.589 0.740 -0.641 0.336
H -28.163 21.633 11.810 -0.558 -0.838 -0.194 0.459
H -24.927 22.586 10.808 -0.028 -0.479 0.504 0.332
O -27.276 21.983 13.212 -0.400 0.041 0.918 -0.590
O -24.838 22.308 11.744 0.625 -0.371 -0.249 -0.649
O -28.214 18.758 13.556 0.725 -1.094 -0.813 -0.631
H -25.059 24.050 12.004 0.506 -1.958 1.102 0.349
O -28.560 21.331 10.954 0.302 0.300 0.045 -0.726
H -29.446 20.992 11.097 0.057 0.248 0.227 0.311
O -27.583 19.039 16.758 0.682 0.373 0.674 -0.605
H -26.560 22.577 13.020 0.496 0.608 -0.516 0.262
H -23.909 22.054 11.889 -0.487 0.269 -0.360 0.278
H -25.293 21.162 15.449 0.238 0.824 0.780 0.326
H -27.323 23.563 9.084 -0.118 -0.163 0.172 0.294
O -26.021 19.549 12.015 1.821 0.477 -0.431 -0.602
O -25.057 24.965 11.845 -0.022 1.873 -0.328 -0.655
H -26.983 21.583 14.050 -0.345 -0.234 -0.376 0.272
H -25.253 20.056 14.515 0.288 -1.108 -0.935 0.319
H -27.097 19.204 17.580 -0.680 -0.439 0.351 0.313
H -28.589 19.394 14.137 -0.756 0.748 0.684 0.296
O -25.870 20.512 15.069 -0.225 0.257 0.346 -0.773
H -26.737 19.216 12.540 -0.767 0.016 0.759 0.432
H -27.719 22.805 10.381 -0.430 -0.367 -0.330 0.359
H -26.945 19.498 16.200 -0.154 -0.045 -0.911 0.372
O -27.148 23.498 10.028 0.787 0.634 -0.094 -0.598
H -25.655 20.350 12.438 -0.839 -0.524 -0.614 0.228
```
Forces are in eV/Å.

ΔE to the lowest compared entry with this formula, charge and spin = 52.48 kcal per mole
LUMO = -0.209 eV
gap between HOMO and LUMO = 10.4 eV
SMILES string = O.O.O.O.O.O.O.O.O

4.
Formula: C38H48N7PS4SbZr
Source: OMol25
Level of theory: ωB97M-V/def2-TZVPD

```
100
Properties=species:S:1:pos:R:3:forces:R:3:lowdin_spin:R:1
H -2.165 5.976 3.232 0.024 -0.062 -0.046 0.000
C 0.139 1.001 2.456 -0.018 0.062 -0.108 0.000
H 5.693 0.262 4.021 -0.027 0.016 -0.045 0.000
H 1.485 -0.299 3.447 0.106 -0.042 0.059 0.000
C -2.301 -2.554 0.396 0.166 0.214 0.123 0.005
H 4.323 2.318 3.885 -0.004 -0.033 -0.034 0.000
H 3.398 -0.403 -2.144 0.031 -0.023 0.017 0.000
C 1.189 -2.271 -3.342 -0.077 -0.043 0.010 0.018
H 2.226 -0.639 1.365 0.109 0.150 -0.109 0.000
S 1.317 -1.966 -1.633 0.071 -0.070 0.069 0.013
H 4.352 -0.898 0.124 -0.005 0.047 0.061 0.000
S -2.681 1.049 -0.792 0.210 -0.562 0.052 0.324
C -0.206 -2.700 0.969 -0.250 0.141 0.031 0.000
C -2.952 -4.918 0.450 0.063 -0.089 0.024 0.001
N -1.108 -1.794 0.614 -0.546 -0.580 -0.083 0.002
C -3.614 -2.176 0.119 0.013 0.011 -0.002 0.005
H -5.586 -2.898 -0.221 0.045 -0.009 0.013 0.000
C -1.595 3.641 0.819 0.029 0.094 -0.111 0.013
H 3.089 6.885 -1.047 -0.005 -0.038 -0.006 0.000
H 0.833 5.919 -0.701 0.045 -0.038 -0.002 0.000
H 1.998 -2.877 -7.840 -0.001 0.026 -0.014 0.000
C -1.137 4.141 3.578 0.041 -0.013 0.061 0.002
C -0.929 2.701 1.604 0.182 -0.168 -0.149 0.004
S 0.122 1.474 -2.684 -0.012 0.123 0.222 0.009
C 1.700 5.273 -0.781 0.005 -0.014 -0.012 0.000
H 3.074 -2.479 -5.606 0.018 0.013 -0.027 0.000
H 1.148 -3.639 -4.793 0.045 -0.026 -0.074 0.000
H 1.104 -0.343 -3.797 -0.027 0.173 0.060 0.001
Zr -0.246 0.056 -0.564 0.553 -0.040 -0.495 -0.020
C -4.561 -3.173 -0.007 -0.020 0.048 -0.008 0.001
H 0.830 -0.457 -6.067 -0.016 0.025 -0.026 0.000
H 2.080 -6.609 -5.045 0.060 -0.017 0.040 0.000
N 1.166 -3.520 -3.794 0.041 -0.139 0.255 -0.001
H 4.704 -1.440 -8.058 -0.034 -0.058 0.000 0.000
H -0.146 -4.769 1.189 -0.016 0.000 0.044 0.000
H 2.218 -1.181 -8.239 -0.026 -0.034 -0.003 0.000
H 5.049 5.392 -1.252 -0.030 -0.018 0.011 0.000
H 2.944 2.764 1.888 0.050 -0.018 -0.028 0.000
C 3.479 -5.537 -3.740 -0.076 -0.040 -0.015 0.000
C 4.310 1.603 3.070 -0.042 0.005 -0.028 0.000
N 1.151 -1.269 -4.202 0.172 -0.045 -0.233 0.014
H 4.783 2.962 -1.064 -0.040 0.065 0.021 0.000
H 0.523 -4.586 -2.123 -0.045 0.042 0.053 0.000
C 4.064 4.973 -1.091 0.029 -0.022 -0.011 0.000
C 2.644 -2.010 -7.666 0.054 0.002 -0.009 0.000
H 4.044 -2.588 -9.224 -0.004 0.024 0.064 0.000
C 4.053 -2.311 -8.169 -0.024 0.014 0.018 0.000
H 3.554 -4.668 -4.405 0.035 -0.024 0.035 0.000
C -2.026 4.803 1.428 0.006 -0.002 0.011 0.002
H 2.928 -7.634 -3.882 0.002 0.046 -0.045 0.000
H 2.444 -6.085 -1.928 0.005 0.066 -0.023 0.000
N -0.673 -3.944 0.951 -0.065 -0.326 0.039 0.000
C 3.536 1.856 1.944 -0.035 -0.056 0.058 0.000
H -2.552 5.541 0.836 0.025 -0.038 0.035 0.000
H 3.769 -7.016 -5.303 -0.033 0.011 0.024 0.000
C 1.162 -2.351 1.410 0.146 0.038 -0.017 0.000
S -1.731 -1.307 -2.484 -0.355 0.321 0.490 0.613
H 5.703 -1.344 2.139 -0.037 0.071 -0.012 0.000
C -2.015 -3.901 0.582 0.071 -0.077 0.024 0.000
H -5.011 -5.277 0.034 0.031 0.036 -0.009 0.000
H -1.774 3.482 -0.233 0.029 -0.024 -0.004 0.009
H -2.691 -5.959 0.599 -0.022 0.080 -0.003 0.000
H 1.896 -2.751 0.713 0.070 -0.033 -0.027 0.000
C 5.089 -0.452 2.089 -0.021 -0.019 -0.002 0.000
C 1.216 -1.392 -5.663 -0.066 -0.007 0.123 0.001
C 3.530 0.661 -1.967 -0.094 -0.098 0.052 0.000
H 0.569 3.474 -0.581 -0.333 -0.084 0.084 0.000
H 0.527 -2.172 -5.997 -0.067 -0.010 0.023 0.000
H -0.079 -0.995 3.036 -0.090 -0.047 0.021 0.000
C 1.546 3.895 -0.696 0.165 0.083 -0.025 0.000
C 4.322 -0.199 0.957 0.116 0.042 -0.046 0.000
C 1.161 -4.751 -2.987 0.111 0.089 -0.095 0.000
N -0.030 1.874 3.449 -0.077 0.219 0.211 0.000
C 3.036 -6.764 -4.536 -0.012 0.041 0.018 0.000
N -0.355 1.432 1.309 -0.206 0.183 -0.052 0.001
H 4.484 -5.703 -3.351 -0.001 0.001 -0.010 0.000
H 4.500 -3.138 -7.610 -0.017 0.046 -0.035 0.000
C 2.961 5.812 -0.978 -0.016 0.018 0.003 0.000
C 2.558 -5.201 -2.566 0.004 0.050 -0.099 0.000
C -1.805 5.054 2.792 -0.036 0.039 -0.060 0.000
H -0.957 4.319 4.630 -0.007 -0.008 -0.042 0.000
H 1.365 -2.792 2.390 0.020 0.016 0.080 0.000
H 4.576 0.866 -1.749 0.001 0.040 -0.031 0.000
H 0.268 1.742 4.402 0.011 -0.020 0.033 0.000
H -3.888 -1.142 0.010 -0.022 0.083 -0.030 0.000
P 2.470 1.242 -0.585 0.203 0.460 -0.440 -0.001
C 3.543 0.961 0.871 -0.001 -0.087 -0.004 0.000
H 0.689 -5.513 -3.606 -0.052 0.004 0.001 0.000
H 3.007 -4.413 -1.956 -0.010 -0.024 0.028 0.000
Sb -2.196 0.970 -3.136 0.256 0.092 -0.172 -0.019
C -4.237 -4.528 0.140 -0.028 -0.023 0.015 0.000
C 2.626 -1.661 -6.182 0.036 0.005 0.086 0.000
C -0.712 2.978 2.949 0.022 -0.091 0.169 0.000
C 2.641 3.047 -0.793 -0.016 0.033 0.161 0.000
C 3.908 3.600 -0.995 0.082 -0.015 0.035 0.000
H 3.243 -0.776 -5.998 0.019 -0.042 0.024 0.000
C 0.717 -0.346 2.674 0.092 0.031 -0.020 0.000
H 3.236 1.211 -2.861 -0.023 -0.010 0.006 0.000
C 5.084 0.451 3.146 -0.009 -0.019 0.010 0.000
N 1.248 -0.892 1.419 -0.627 -0.112 -0.225 0.000
```
Forces are in eV/Å.

charge = +2
2S+1 = 2
expectation value of S² = 0.760
LUMO (spin up / spin down) = -5.332 / -7.106 eV
gap between HOMO and LUMO (spin up / spin down) = 7.8 / 5.9 eV

5.
Formula: C5H8O3Ru
Source: OMol25
Level of theory: ωB97M-V/def2-TZVPD

```
17
Properties=species:S:1:pos:R:3:forces:R:3:lowdin_spin:R:1
H -0.589 0.763 -3.076 0.261 0.236 0.039 0.004
C 1.144 1.158 -1.924 1.387 -4.477 2.677 0.032
H 0.710 1.921 -1.248 0.419 0.251 -0.631 0.000
O 0.046 -1.140 -0.058 2.165 0.325 -0.457 0.124
C -1.313 -0.774 0.426 -0.382 -0.269 -1.091 0.237
O 0.972 0.073 1.565 4.463 0.144 -3.065 0.265
C 0.500 0.827 -3.230 0.613 0.495 -0.644 0.010
C 1.132 -0.559 0.471 -3.370 0.087 1.695 0.618
H 0.702 1.616 -3.977 -0.305 -0.159 0.287 -0.001
O 1.931 0.292 -1.355 -2.545 3.296 -2.066 0.125
H -2.155 -2.246 -0.958 0.123 0.217 0.459 0.011
C -2.206 -1.960 0.109 -0.283 -0.314 0.356 0.061
Ru -0.789 -0.178 2.339 -3.171 -0.428 1.964 3.473
H -1.959 -2.840 0.721 -0.003 0.265 -0.269 0.005
H 0.848 -0.123 -3.658 0.089 0.309 0.441 0.000
H -1.622 0.069 -0.216 0.192 0.026 0.397 0.030
H -3.251 -1.697 0.337 0.347 -0.005 -0.091 0.005
```
Forces are in eV/Å.

ΔE to the lowest compared entry with this formula, charge and spin = 0.00 kcal per mole
charge = +1
2S+1 = 6
expectation value of S² = 8.761
LUMO (spin up / spin down) = -4.890 / -6.302 eV
gap between HOMO and LUMO (spin up / spin down) = 7.5 / 7.7 eV